DFT (the ωB97M-V functional and the def2-TZVPD basis) results for a structure of composition C35H53BaN11.

```
100
Properties=species:S:1:pos:R:3:forces:R:3:mulliken_charge:R:1
Ba -0.076 0.996 0.562 -0.1 -0.5 0.1 1.6591
C 3.113 2.141 -3.241 0.0 0.0 0.0 -1.8163
C 2.044 1.680 -2.295 0.0 -0.1 0.0 -0.2056
N 2.214 1.156 -1.148 -0.1 0.2 -0.1 0.7894
C 3.523 0.767 -0.653 0.0 0.0 0.0 -1.3475
C 3.356 -0.492 0.186 0.1 0.1 0.0 0.2045
N 2.689 -1.559 -0.535 0.0 0.0 0.0 -0.1520
C 2.493 -2.755 0.286 0.0 0.0 0.0 -1.0461
C 1.207 -2.663 1.093 0.0 -0.1 -0.1 0.0883
N 0.075 -2.566 0.198 0.0 0.0 0.1 -0.2163
C -1.212 -2.370 0.818 0.0 0.0 0.0 -0.4492
C -2.246 -2.051 -0.249 0.0 0.0 0.0 -1.3074
N -1.787 -0.859 -0.945 0.1 0.2 0.0 0.6355
C -2.142 -0.555 -2.125 0.0 0.0 0.0 -0.3680
C -3.180 -1.245 -2.956 0.0 0.0 0.0 -2.0090
C -1.401 0.600 -2.745 0.0 -0.1 0.1 1.2235
C -1.899 1.359 -3.795 0.0 0.0 -0.1 -0.8068
C -1.095 2.354 -4.328 0.0 0.0 0.0 -0.9595
C 0.195 2.527 -3.845 -0.1 0.0 0.0 -0.7849
C 0.623 1.716 -2.801 0.0 -0.1 0.0 1.2230
N -0.178 0.797 -2.250 0.0 0.3 -0.1 -0.0749
H 4.100 2.125 -2.790 0.0 0.0 0.0 0.4377
H 2.911 3.163 -3.564 0.0 0.0 0.0 0.3998
H 3.120 1.518 -4.138 0.0 0.0 0.0 0.3548
H 3.929 1.561 -0.017 0.0 -0.1 -0.1 -0.0495
H 4.240 0.582 -1.457 0.0 0.0 0.0 0.7291
H 2.742 -0.246 1.057 0.0 0.0 0.1 -0.6608
H 4.340 -0.792 0.575 0.0 0.0 0.0 0.5895
H 3.206 -1.793 -1.373 0.0 0.0 0.0 0.2842
H 3.337 -2.937 0.964 0.0 0.0 0.0 0.4231
H 2.410 -3.616 -0.377 0.0 0.0 0.0 0.4362
H 1.260 -1.807 1.804 0.0 0.0 0.0 -0.3497
H 1.113 -3.561 1.709 0.0 0.0 0.0 0.4827
H 0.269 -1.903 -0.547 0.0 0.0 0.0 0.2995
H -1.204 -1.561 1.588 0.0 0.0 -0.1 -0.0066
H -1.508 -3.271 1.360 0.0 0.0 0.0 0.5262
H -3.224 -1.881 0.209 0.0 0.0 0.0 0.4624
H -2.334 -2.909 -0.919 0.0 0.0 0.0 0.5974
H -3.566 -2.134 -2.469 0.0 0.0 0.0 0.4933
H -2.773 -1.519 -3.930 0.0 0.0 0.0 0.4114
H -4.019 -0.568 -3.136 0.0 0.0 0.0 0.3863
H -2.885 1.179 -4.203 0.0 0.0 0.0 0.4445
H -1.458 2.974 -5.137 0.0 0.0 0.0 0.4858
H 0.844 3.268 -4.288 0.0 0.0 0.0 0.3567
C 3.607 0.271 3.413 0.0 0.0 -0.1 -1.3566
N 2.366 1.029 3.322 0.0 0.1 0.1 0.7935
C 1.327 0.559 4.237 0.0 0.0 0.0 -0.9376
C 2.236 2.235 2.698 -0.3 -0.1 0.0 -0.4722
N 1.003 2.680 2.454 0.2 0.1 0.2 0.6947
C 0.818 4.055 2.753 0.0 0.1 -0.1 -1.3011
C 1.575 4.624 3.757 0.0 0.0 0.0 -0.2140
C 1.619 6.013 3.978 0.0 0.0 0.0 -1.1792
C 0.882 6.843 3.193 0.0 0.0 0.0 -1.0774
C -0.037 6.301 2.259 0.0 0.0 0.0 0.8190
C -0.909 7.178 1.565 0.0 0.0 0.0 -0.8805
C -1.906 6.692 0.777 0.0 0.0 0.0 -0.9559
C -2.099 5.302 0.690 0.0 0.0 0.0 -0.3436
C -1.266 4.422 1.333 0.1 0.0 0.0 -1.2566
N -1.605 3.045 1.268 0.2 -0.1 -0.2 1.0108
C -2.695 2.625 1.829 -0.2 -0.1 0.0 -1.0254
N -3.205 1.406 1.309 0.1 0.2 0.1 1.3853
C -3.809 1.515 -0.021 0.0 0.0 0.0 -1.0357
C -3.935 0.503 2.198 0.0 0.0 0.0 -1.1456
N -3.322 3.186 2.886 0.0 0.0 0.0 0.4718
C -4.777 3.247 2.979 0.0 0.0 0.0 -1.1757
C -2.619 4.042 3.832 0.0 0.0 0.1 -0.7835
C -0.137 4.894 2.075 0.0 -0.1 0.0 1.1065
N 3.372 2.855 2.259 0.0 0.0 0.0 0.7513
C 4.505 3.100 3.149 0.0 0.0 0.0 -1.2001
C 3.281 3.817 1.170 0.0 0.1 0.0 -1.3459
H 4.273 0.531 2.596 0.0 0.0 0.0 0.4831
H 3.367 -0.791 3.350 0.0 0.0 0.0 0.3811
H 4.118 0.443 4.362 0.0 0.0 0.0 0.3565
H 0.932 -0.406 3.907 0.0 0.0 0.0 0.1913
H 0.523 1.287 4.277 0.0 0.0 0.0 0.2148
H 1.750 0.421 5.234 0.0 0.0 0.0 0.3809
H 2.191 3.983 4.377 0.0 0.0 0.0 0.6034
H 2.258 6.409 4.757 0.0 0.0 0.0 0.4687
H 0.935 7.917 3.314 0.0 0.0 0.0 0.4255
H -0.781 8.245 1.696 0.0 0.0 0.0 0.4430
H -2.574 7.363 0.255 0.0 0.0 0.0 0.4559
H -2.939 4.904 0.132 0.0 0.0 0.0 0.5037
H -3.142 2.046 -0.699 0.0 0.0 0.0 0.0933
H -4.768 2.046 0.010 0.0 0.0 0.0 0.2758
H -3.992 0.516 -0.412 0.0 0.0 0.0 0.5086
H -3.771 -0.523 1.867 0.0 0.0 0.0 0.0945
H -5.013 0.683 2.204 0.0 0.0 0.0 0.3617
H -3.558 0.599 3.214 0.0 0.0 0.0 0.4289
H -5.243 2.850 2.083 0.0 0.0 0.0 0.3355
H -5.078 4.292 3.070 0.0 0.0 0.0 0.3985
H -5.148 2.704 3.850 0.0 0.0 0.0 0.3424
H -1.582 3.726 3.924 0.0 0.0 0.0 0.0488
H -3.103 3.933 4.802 0.0 0.0 0.0 0.4858
H -2.646 5.095 3.542 0.0 0.0 0.0 0.2650
H 4.377 2.582 4.094 0.0 0.0 0.0 0.4153
H 4.557 4.171 3.363 0.0 0.0 0.0 0.3698
H 5.444 2.786 2.691 0.0 0.0 0.0 0.3182
H 2.506 3.516 0.467 0.0 0.0 0.0 0.3899
H 4.243 3.836 0.655 0.0 0.0 0.0 0.4313
H 3.057 4.825 1.529 0.0 0.0 0.0 0.3686
```
Forces are in eV/Å.

* M: 765.21 g/mol
* energy: -54230.1886 eV
* charge: +2
* HOMO level: -11.91 eV

DFT (the ωB97M-V functional and the def2-TZVPD basis) results for a structure of composition C3H4O2.

```
9
Properties=species:S:1:pos:R:3:forces:R:3:nbo_charge:R:1
O 1.160 0.648 -0.894 -0.2 0.0 -0.2 -0.6650
C 0.917 -0.143 0.105 -0.1 -0.2 -0.1 0.2516
C -0.213 0.351 0.834 0.0 0.4 0.2 0.0041
C -0.928 -0.244 -0.362 -0.1 -0.5 -0.3 -0.1639
O -1.325 -0.471 1.005 -0.1 0.0 0.2 -0.4545
H 1.431 -1.091 0.273 0.0 0.2 -0.1 0.2053
H -0.328 1.422 0.989 -0.1 -0.2 0.0 0.2076
H -0.095 0.736 -1.134 0.5 0.1 0.1 0.3997
H -0.618 -1.208 -0.817 -0.1 0.4 0.2 0.2151
```
Forces are in eV/Å.

* M: 72.06 g/mol
* relative energy (zero: lowest compared OMol25 entry of this formula, charge and spin): 610.9 kJ/mol
* energy: -7264.3544 eV
* charge: 0
* HOMO level: -9.48 eV

DFT (the ωB97M-V functional and the def2-TZVPD basis) results for the molecule C3H5N3.

```
11
Properties=species:S:1:pos:R:3:forces:R:3:nbo_charge:R:1
H -0.476 -0.616 2.096 -0.4 1.8 -0.9 0.3424
N -1.004 0.173 1.594 1.8 -2.5 -1.6 -0.6790
C -0.736 0.274 0.303 -2.2 1.4 0.7 0.3425
C -1.782 1.033 -0.370 -1.1 1.3 0.9 0.2035
N -2.593 1.796 -0.656 0.0 -0.3 -0.5 -0.2746
N 0.184 0.065 -0.662 2.2 -2.3 2.0 -0.5806
C 1.437 -0.678 -0.244 -1.4 3.2 1.3 -0.4160
H -0.007 0.345 -1.614 0.1 -0.1 0.3 0.4223
H 1.498 -1.559 -0.791 0.2 -1.8 -0.7 0.2019
H 1.210 -0.860 0.919 1.4 0.4 -2.7 0.2213
H 2.268 0.027 -0.576 -0.6 -1.2 1.3 0.2162
```
Forces are in eV/Å.

* M: 83.09 g/mol
* relative energy (zero: lowest compared OMol25 entry of this formula, charge and spin): 215.3 kJ/mol
* energy: -7660.2244 eV
* charge: 0
* SMILES: [H]/N=C(/C#N)NC
* HOMO level: -9.74 eV

Table of LUMO energy (eV), in record order: -5.084, 0.588, 0.543